Record 1
A single C5H6O2 molecule. Source: OMol25; level of theory: ωB97M-V with the def2-TZVPD basis set.

The calculation puts the energy relative to the best compared isomer or geometry (same formula, charge and spin) at 43.2 kcal per mole. Its SMILES is C#C[C@@H](C)OC=O. As for the total energy: -9375.222 eV. As for the net charge: 0. The value obtained for the LUMO energy is 0.97 eV.

Last column: Löwdin charge in e.
Geometry (Å):
1 C -1.017 -1.003 0.091  -0.024
2 C -0.043 0.163 0.230  -0.370
3 O 0.989 0.067 -0.780  -0.001
4 C 1.957 -0.815 -0.507  -0.337
5 O 2.014 -1.522 0.464  0.074
6 C -0.646 1.494 0.134  -0.068
7 C -1.127 2.596 0.133  0.135
8 H -1.259 -1.170 -0.963  0.094
9 H -1.940 -0.807 0.641  0.089
10 H -0.549 -1.904 0.495  0.080
11 H 0.446 0.108 1.206  0.148
12 H 2.705 -0.791 -1.313  0.149
13 H -1.528 3.585 0.168  0.031

Cartesian forces (eV/Å) of the 2 atoms listed first:
-0.04 -0.05 0.02
-0.11 0.00 0.25

=====

Record 2
A 4-piece molecular cluster, C5H9NO overall at a distorted geometry. Source: OMol25; level of theory: ωB97M-V with the def2-TZVPD basis set.

The calculation puts the energy relative to the best compared isomer or geometry (same formula, charge and spin) at 114.9 kcal per mole. As for the total energy: -8864.228 eV. As for the net charge: 0. The value obtained for the LUMO energy is 0.18 eV.

Last column: Löwdin charge in e.
Geometry (Å):
1 C -1.260 -0.824 0.811  -0.065
2 C -0.614 0.241 -0.058  -0.430
3 C -0.455 0.001 -1.423  -0.023
4 C 1.525 0.141 0.728  -0.168
5 O 2.171 -0.679 0.035  -0.110
6 C -0.743 1.608 0.370  -0.245
7 N -0.819 2.704 0.745  0.153
8 H -0.747 -1.781 0.672  0.091
9 H -1.206 -0.561 1.871  0.083
10 H -2.317 -0.961 0.556  0.086
11 H -0.903 -0.895 -1.850  0.096
12 H 0.892 -0.581 -1.720  0.089
13 H -0.358 0.840 -2.110  0.102
14 H 1.688 1.221 0.613  0.100
15 H 1.071 -0.190 1.670  0.102
16 H 1.601 -0.723 -1.246  0.141

Cartesian forces (eV/Å) of the 2 atoms listed first:
-0.01 -0.04 0.08
-0.01 0.00 -0.09